[1]
{
  "formula": "C4H6O2",
  "method": "ωB97M-V/def2-TZVPD",
  "largest_force_ha_per_bohr": 0.01453,
  "relative_energy_ev": 1.149,
  "e_tot_ha": -306.4641,
  "lumo_ha": 0.0068,
  "species": ["C", "C", "O", "C", "C", "O", "H", "H", "H", "H", "H", "H"],
  "coordinates": [[-1.493, -0.095, -0.421], [-0.094, -0.696, -0.486], [0.297, -1.276, -1.472], [0.951, -0.360, 0.629], [0.955, 1.119, 0.374], [0.561, 1.968, 1.135], [-1.565, 0.757, 0.260], [-2.177, -0.880, -0.088], [-1.815, 0.225, -1.419], [0.793, -0.589, 1.693], [1.882, -0.832, 0.302], [1.166, 1.332, -0.695]],
  "forces_ev_per_a": [[0.1, -0.1, 0.1], [0.1, -0.3, -0.1], [-0.3, 0.1, 0.4], [-0.1, 0.0, -0.2], [-0.1, 0.5, 0.3], [0.4, -0.3, -0.3], [0.0, -0.3, 0.0], [0.0, 0.1, 0.0], [0.2, -0.2, 0.2], [-0.6, 0.0, -0.5], [-0.1, 0.2, -0.1], [0.3, 0.4, 0.1]]
}

[2]
{
  "formula": "C4H6O2",
  "method": "ωB97M-V/def2-TZVPD",
  "largest_force_ha_per_bohr": 0.01557,
  "relative_energy_ev": 3.807,
  "e_tot_ha": -306.3664,
  "lumo_ha": 0.0084,
  "species": ["C", "C", "O", "C", "C", "O", "H", "H", "H", "H", "H", "H"],
  "coordinates": [[0.368, 0.302, -1.510], [0.434, -0.719, -0.419], [0.573, -1.889, -0.429], [-0.996, -0.291, 1.357], [0.045, 0.594, 1.229], [0.259, 1.783, 1.161], [0.227, 1.308, -1.114], [-0.453, 0.031, -2.179], [1.308, 0.247, -2.068], [-1.966, 0.097, 1.650], [-0.792, -1.342, 1.515], [0.994, -0.123, 0.806]],
  "forces_ev_per_a": [[0.0, 0.1, 0.0], [0.1, -0.7, -0.3], [0.0, 0.8, 0.0], [-0.1, 0.0, 0.2], [-0.1, 0.6, -0.1], [-0.1, -0.6, 0.1], [0.0, -0.2, 0.0], [0.1, 0.0, 0.1], [-0.1, 0.0, 0.1], [0.0, 0.0, 0.0], [0.0, 0.2, -0.1], [0.2, -0.1, -0.1]]
}